<1>
17
Properties=species:S:1:pos:R:3:mulliken_charge:R:1 method="wB97M-V/def2-TZVPD" homo_lumo_gap_ev=8.73 molar_mass_g_mol=102.133 lumo_ev=0.751 total_charge=0 homo_ev=-7.98 smiles="C=C/C(O)=C/C.O" spin_multiplicity=1
O 0.947 -0.545 -0.764 -0.51
O 1.824 -1.830 1.411 -0.58
C -0.140 1.426 -0.164 -0.06
C -0.171 0.111 -0.393 0.42
C 0.508 2.720 -0.686 -1.04
C -2.279 -0.844 0.589 -0.70
C -1.459 -0.662 -0.457 -0.41
H 1.101 -1.458 1.908 0.30
H -1.158 1.739 0.135 0.10
H -2.994 -1.648 0.512 0.29
H 2.497 -1.975 2.074 0.28
H 1.156 3.087 0.098 0.30
H -0.322 3.415 -0.761 0.32
H -1.534 -1.247 -1.375 0.34
H 1.003 -1.493 -0.691 0.35
H -2.460 -0.042 1.301 0.29
H 1.049 2.663 -1.629 0.30


<2>
17
Properties=species:S:1:pos:R:3:mulliken_charge:R:1 method="wB97M-V/def2-TZVPD" homo_lumo_gap_ev=10.33 molar_mass_g_mol=102.133 lumo_ev=0.944 total_charge=0 homo_ev=-9.38 spin_multiplicity=1
O -1.485 1.724 -0.263 -0.61
O 0.779 -0.826 0.801 -0.46
C 0.449 -0.336 -0.493 0.40
C -1.693 0.529 -0.449 0.33
C 2.039 -0.133 0.729 -0.36
C 1.750 0.409 -0.678 -0.71
C -2.132 -0.411 0.643 -1.07
H -1.583 -0.245 1.572 0.32
H 2.367 0.066 -1.500 0.29
H 0.142 -1.128 -1.192 0.45
H 2.868 -0.840 0.773 0.26
H 1.592 1.493 -0.742 0.24
H -1.766 0.096 -1.473 0.41
H -3.171 -0.100 0.774 0.35
H -2.106 -1.476 0.386 0.30
H -0.176 0.561 -0.410 -0.41
H 2.126 0.616 1.521 0.26


Relative stability in kJ/mol, measured from the most stable structure: <1> 0.0; <2> 84.4


<1>
86
Properties=species:S:1:pos:R:3:mulliken_charge:R:1 method="wB97M-V/def2-TZVPD" homo_lumo_gap_ev="6.08 / 6.07" molar_mass_g_mol=1074.185 lumo_ev="-0.744 / -0.750" total_charge=0 homo_ev="-6.82 / -6.82" spin_multiplicity=1
Sb 4.177 -2.005 1.727 0.70
Se 2.766 -3.881 2.104 -0.56
Se 5.595 -1.942 -0.225 -0.67
Se 4.767 -0.544 3.538 -0.59
Se 2.023 -0.374 0.807 0.29
Ti 0.473 1.190 0.411 0.82
S 2.278 2.738 -0.408 -0.27
P -0.082 -0.272 -1.827 1.58
P -2.276 -0.884 0.617 0.75
O 0.629 2.018 2.249 -0.32
N 4.473 1.321 -0.970 -0.08
N 0.146 3.649 3.684 -0.34
N 4.366 2.057 1.174 -0.16
C -3.445 -4.714 1.421 -0.69
C -0.784 2.984 0.200 -1.09
C -2.726 -3.590 1.030 -0.45
C -1.312 0.085 4.412 -0.62
C -2.251 1.032 4.804 -0.64
C -5.306 -3.310 2.008 -0.75
C 3.813 1.969 -0.029 0.09
C -1.835 -0.361 -2.473 -1.44
C 1.212 -0.155 -4.349 -0.19
C -3.293 -2.324 1.122 0.45
C -2.299 0.023 2.207 0.61
C 0.267 -4.368 -1.848 -0.71
C 3.751 2.662 2.342 -1.02
C 2.477 -3.435 -1.840 -0.91
C 1.713 0.518 -5.453 -0.76
C 0.552 -1.973 -1.902 0.44
C -0.276 -3.091 -1.885 -0.71
C 1.674 1.905 -5.504 -0.50
C -3.212 1.473 3.908 -0.72
C 0.195 3.175 2.445 0.63
C -3.235 0.971 2.612 -0.43
C 4.008 1.090 -2.326 -0.71
C 1.119 2.618 -4.452 -0.80
C 0.625 1.945 -3.344 0.11
C 1.641 -4.542 -1.812 -0.77
C -1.338 -0.419 3.124 -0.74
C -4.734 -4.574 1.907 -0.52
C -2.902 0.533 -1.837 -0.93
C -4.588 -2.191 1.620 -0.30
C -3.450 0.045 -0.482 -1.04
C -0.325 3.966 1.288 -0.90
C 1.936 -2.162 -1.891 -0.28
C 0.680 0.555 -3.274 -0.31
H 0.578 3.115 4.422 0.29
H -2.182 -1.393 -2.429 0.60
H -3.995 1.319 1.924 0.33
H 1.251 -1.236 -4.320 0.43
H -6.309 -3.200 2.397 0.42
H -0.828 3.498 -0.762 0.54
H 3.552 -3.545 -1.782 0.43
H 4.600 0.272 -2.730 0.44
H 2.137 -0.045 -6.275 0.43
H -0.582 -1.137 2.823 0.38
H -1.352 -2.986 -1.897 0.35
H -0.130 4.598 3.862 0.21
H 2.074 2.427 -6.364 0.40
H -1.710 -3.697 0.666 0.51
H 2.062 -5.535 -1.736 0.37
H 5.100 1.386 1.397 0.25
H -5.036 -1.208 1.717 0.34
H 1.080 3.699 -4.485 0.43
H 3.010 1.995 2.778 0.18
H 3.301 3.613 2.065 0.38
H 0.511 4.570 0.923 0.33
H -3.753 0.558 -2.522 0.57
H -2.223 1.431 5.811 0.41
H 5.232 0.705 -0.666 0.18
H -3.955 2.198 4.215 0.43
H 0.203 2.513 -2.525 0.21
H -1.811 2.671 0.438 0.43
H -0.391 -5.228 -1.834 0.43
H -1.094 4.659 1.648 0.52
H -3.917 0.871 0.053 0.31
H 2.615 -1.319 -1.896 0.51
H -5.295 -5.447 2.216 0.38
H 2.959 0.809 -2.335 -0.16
H -4.248 -0.670 -0.698 0.65
H -2.993 -5.695 1.349 0.44
H -2.538 1.562 -1.777 0.24
H -1.743 -0.096 -3.526 0.71
H 4.539 2.828 3.072 0.36
H 4.134 1.980 -2.942 0.30
H -0.542 -0.249 5.096 0.48


<2>
86
Properties=species:S:1:pos:R:3:mulliken_charge:R:1 method="wB97M-V/def2-TZVPD" homo_lumo_gap_ev="5.70 / 5.70" molar_mass_g_mol=1074.185 lumo_ev="-1.065 / -1.065" total_charge=0 homo_ev="-6.77 / -6.77" spin_multiplicity=1
Sb -2.153 4.435 -0.020 0.83
Se -1.439 5.190 -2.204 -0.62
Se -0.833 2.163 0.255 0.02
Se -1.223 5.813 1.767 -0.66
Se -4.389 3.588 0.244 -0.57
Ti 0.409 0.389 0.600 -0.44
S 2.403 1.397 -0.529 -0.62
P -1.543 -0.767 1.388 3.29
P -0.448 -0.249 -1.705 2.55
O 0.869 1.307 2.529 -0.84
N -0.282 2.943 3.521 -0.13
N 3.675 3.551 0.334 -0.26
N 1.655 3.953 -0.702 0.17
C 1.344 2.462 -4.971 -0.71
C -3.103 -0.941 -0.950 -0.72
C 1.741 -2.479 3.950 -0.83
C 0.200 0.814 -3.040 0.57
C 0.533 -4.430 -3.449 -0.72
C -0.981 0.669 3.927 -0.69
C -0.507 -3.684 -3.984 -0.70
C -3.174 -4.378 2.530 -0.75
C 1.637 -1.373 1.477 1.58
C -2.903 -3.022 2.430 -0.97
C -0.076 -1.906 -2.410 0.57
C 0.537 -2.053 3.426 -1.18
C -3.142 -0.375 0.469 -1.14
C -0.401 2.021 -3.375 -0.65
C 0.172 2.841 -4.339 -0.76
C -0.804 -2.432 -3.475 -0.86
C -1.311 -3.473 0.704 0.02
C -1.599 -4.823 0.782 -0.82
C 2.929 -2.309 3.243 -0.86
C 1.389 0.445 -3.673 -0.52
C 1.951 1.258 -4.638 -0.78
C -2.029 0.135 2.936 -1.02
C 0.442 -1.433 2.173 0.23
C 4.814 2.761 0.746 -0.98
C 0.983 -2.653 -1.904 -0.09
C -2.263 -0.093 -1.905 -1.43
C 1.637 5.384 -0.446 -1.20
C 2.573 3.096 -0.275 1.12
C -1.961 -2.555 1.523 0.50
C 1.290 -3.905 -2.416 -0.70
C 2.875 -1.772 1.976 -0.44
C -0.050 1.673 3.294 0.00
C -2.524 -5.282 1.708 -0.76
H -1.092 3.253 4.042 0.22
H -0.304 3.785 -4.564 0.47
H 1.881 -0.485 -3.410 0.31
H -0.368 -0.135 4.334 0.06
H 3.726 4.545 0.491 0.16
H -1.310 2.361 -2.894 0.50
H 1.758 -2.949 4.924 0.48
H 0.976 5.835 -1.184 0.24
H -1.604 -1.863 -3.928 0.33
H 1.597 -2.260 -1.103 0.24
H 4.859 1.846 0.157 0.39
H -0.372 -2.237 3.996 0.61
H -4.118 -0.993 -1.350 0.49
H 3.767 -1.664 1.373 0.58
H 0.181 3.682 2.996 0.14
H -2.612 0.983 2.545 0.48
H 0.822 3.573 -1.167 -0.22
H -3.965 -0.837 1.028 0.80
H -2.739 -6.337 1.786 0.39
H -3.331 0.706 0.442 0.15
H -1.094 -5.516 0.122 0.50
H 2.864 0.952 -5.131 0.43
H 1.219 5.594 0.546 0.28
H -0.567 -3.132 -0.009 0.29
H -2.731 -0.506 3.482 0.58
H -2.487 -0.342 -2.948 0.81
H -2.723 -1.972 -0.943 0.09
H 1.673 -1.029 0.432 -1.76
H 2.119 -4.466 -2.004 0.47
H -2.512 0.967 -1.776 0.35
H 4.755 2.499 1.804 0.26
H -3.897 -4.724 3.252 0.45
H -1.511 1.144 4.757 0.60
H -1.086 -4.075 -4.808 0.44
H 0.753 -5.413 -3.839 0.41
H 5.717 3.342 0.571 0.35
H 1.787 3.103 -5.719 0.41
H -3.454 -2.337 3.059 0.28
H 3.874 -2.614 3.669 0.40
H 2.630 5.816 -0.551 0.49


Relative stability in kJ/mol, measured from the most stable structure: <1> 0.0; <2> 99.0


<1>
15
Properties=species:S:1:pos:R:3:mulliken_charge:R:1 method="wB97M-V/def2-TZVPD" homo_lumo_gap_ev=8.73 molar_mass_g_mol=129.188 lumo_ev=0.678 total_charge=0 homo_ev=-8.05 spin_multiplicity=1
S 0.846 1.440 -0.270 -0.12
N -2.675 -0.465 -0.018 -0.49
N 3.236 0.010 -0.063 -0.60
N 2.184 -0.956 -0.223 -0.45
C -1.316 -0.128 -0.125 0.43
C -0.294 -1.019 -0.173 -0.63
C -0.976 1.372 0.030 -0.58
C 1.042 -0.393 -0.190 0.40
H -2.751 -1.424 -0.159 0.24
H -0.367 -2.084 -0.075 0.33
H -3.300 0.119 -0.538 0.24
H -1.613 2.084 -0.553 0.37
H 2.947 0.301 1.186 0.29
H 4.162 -0.531 0.064 0.28
H -1.123 1.674 1.107 0.28


<2>
15
Properties=species:S:1:pos:R:3:mulliken_charge:R:1 method="wB97M-V/def2-TZVPD" homo_lumo_gap_ev=9.43 molar_mass_g_mol=129.188 lumo_ev=0.635 total_charge=0 homo_ev=-8.80 spin_multiplicity=1
S 2.580 0.263 -0.213 -0.20
N -2.112 0.671 -0.077 0.18
N -0.159 2.121 0.105 -0.56
N -2.469 -0.697 -0.203 -0.76
C -1.345 -1.399 -0.004 -0.53
C 1.551 -0.999 0.437 -0.64
C -0.309 -0.446 0.131 0.27
C -0.785 0.817 0.123 0.26
H 1.400 -1.892 -0.209 0.33
H -1.183 -2.496 0.001 0.38
H 0.714 1.931 0.666 0.28
H 1.553 -1.137 1.530 0.32
H -2.738 1.399 -0.361 0.24
H 0.043 2.462 -0.877 0.29
H 3.260 -0.597 -1.049 0.13


<3>
15
Properties=species:S:1:pos:R:3:mulliken_charge:R:1 method="wB97M-V/def2-TZVPD" homo_lumo_gap_ev=9.62 molar_mass_g_mol=129.188 lumo_ev=0.550 total_charge=0 homo_ev=-9.07 smiles="[H]/N=C1/N/C(=N/[H])CCS1" spin_multiplicity=1
S 0.350 -1.176 -1.580 -0.16
N -1.220 0.853 -2.559 -0.69
N -0.141 1.731 1.772 -0.76
N -0.650 1.115 -0.371 -0.18
C 0.127 -0.722 1.141 -0.59
C -0.574 0.395 -1.555 0.39
C 1.008 -1.330 0.053 -0.55
C -0.160 0.795 0.888 0.51
H 2.042 -0.897 0.009 0.31
H -1.095 0.261 -3.414 0.24
H -0.858 -1.290 1.206 0.27
H -0.960 2.061 -0.537 0.32
H 1.130 -2.395 0.230 0.34
H 0.322 1.429 2.613 0.24
H 0.679 -0.827 2.103 0.31


<4>
15
Properties=species:S:1:pos:R:3:mulliken_charge:R:1 method="wB97M-V/def2-TZVPD" homo_lumo_gap_ev=9.23 molar_mass_g_mol=129.188 lumo_ev=0.941 total_charge=0 homo_ev=-8.29 spin_multiplicity=1
S -2.036 -1.595 -0.360 -0.32
N 2.471 -0.854 -0.276 -0.69
N 0.446 1.075 -0.333 -0.20
N 1.170 -1.092 0.361 -0.39
C -1.156 -0.299 0.661 0.77
C -0.799 1.683 -0.301 -0.43
C -1.739 0.986 0.227 -0.65
C 0.282 -0.138 0.148 -0.14
H -0.916 2.582 -0.877 0.42
H -2.771 1.541 0.468 0.23
H 2.848 -1.742 -0.241 0.28
H -1.220 -0.487 1.776 0.34
H -0.783 -2.328 -0.611 0.19
H 3.145 -0.251 0.484 0.25
H 1.058 0.919 -1.125 0.33


Relative stability in kJ/mol, measured from the most stable structure: <1> 235.6; <2> 269.3; <3> 0.0; <4> 294.5


<1>
15
Properties=species:S:1:pos:R:3:mulliken_charge:R:1 method="wB97M-V/def2-TZVPD" homo_lumo_gap_ev=8.98 molar_mass_g_mol=129.188 lumo_ev=-0.164 total_charge=0 homo_ev=-9.14 spin_multiplicity=1
S -1.054 0.484 2.022 -0.09
N -1.504 -0.699 -1.650 -0.77
N 1.402 1.194 -0.449 -0.64
N -1.575 0.503 0.422 -0.28
C 0.750 -0.169 -0.509 -0.14
C 1.138 -1.165 0.585 -0.95
C 1.241 -2.020 1.406 0.37
C -0.876 -0.097 -0.637 0.57
H -0.722 -0.998 -2.303 0.28
H 1.576 1.620 -1.876 0.28
H -2.604 0.639 0.151 0.30
H 0.506 2.138 0.174 0.28
H -0.922 1.856 2.164 0.11
H 1.044 -0.495 -1.595 0.28
H 1.601 -2.790 2.094 0.42


<2>
15
Properties=species:S:1:pos:R:3:mulliken_charge:R:1 method="wB97M-V/def2-TZVPD" homo_lumo_gap_ev=8.55 molar_mass_g_mol=129.188 lumo_ev=0.695 total_charge=0 homo_ev=-7.85 smiles=CNc1nc(S)c[nH]1 spin_multiplicity=1
S 0.589 -1.718 -2.224 -0.30
N -0.008 2.050 1.200 -0.26
N 0.451 0.503 -0.586 -0.60
N -0.829 -0.230 1.070 -0.02
C -0.075 0.827 0.576 0.28
C 0.025 -0.775 -0.852 0.19
C -0.014 2.101 2.636 -0.94
C -0.754 -1.245 0.141 -0.37
H -1.412 -0.155 1.877 0.19
H 0.139 -0.943 -3.206 0.13
H 0.263 3.096 2.900 0.37
H 0.710 1.419 3.067 0.33
H 0.767 2.659 0.844 0.30
H -1.275 -2.174 0.294 0.43
H -1.000 1.883 3.008 0.27


Relative stability in kJ/mol, measured from the most stable structure: <1> 720.4; <2> 0.0